{"formula": "C18H52AsCaF6NO21P5", "method": "ωB97M-V/def2-TZVPD", "orbital_gap_ev": 10.45, "homo_ev": -12.30, "charge": 1, "species": ["As", "Ca", "P", "P", "P", "P", "P", "F", "F", "F", "F", "F", "F", "O", "O", "O", "O", "O", "O", "O", "O", "O", "O", "O", "O", "O", "O", "O", "O", "O", "O", "O", "O", "O", "N", "C", "C", "C", "C", "C", "C", "C", "C", "C", "C", "C", "C", "C", "C", "C", "C", "C", "C", "H", "H", "H", "H", "H", "H", "H", "H", "H", "H", "H", "H", "H", "H", "H", "H", "H", "H", "H", "H", "H", "H", "H", "H", "H", "H", "H", "H", "H", "H", "H", "H", "H", "H", "H", "H", "H", "H", "H", "H", "H", "H", "H", "H", "H", "H", "H", "H", "H", "H", "H", "H"], "coordinates": [[1.54272, -3.89470, 1.22277], [0.25579, -0.31650, 0.27031], [3.90159, -0.18007, -0.31433], [0.23664, 0.43712, -3.67556], [0.82447, 0.45008, 3.95088], [-3.22250, -0.11474, 1.51927], [-2.02501, -2.55637, -1.99161], [-0.10563, -4.53737, 0.64857], [1.31240, -2.41506, 0.27886], [0.92802, -3.18896, 2.71643], [2.21204, -4.77089, -0.19404], [3.20120, -3.30201, 1.66822], [1.83445, -5.40715, 2.18499], [1.86110, 1.70498, 4.31619], [0.93090, -0.66843, -4.64672], [4.83046, 1.11361, -0.76086], [-1.19233, 0.45734, -4.24647], [0.52741, 2.04848, 0.35894], [-1.17511, -1.76500, -1.05131], [4.58669, -0.61504, 1.08424], [-1.82397, 0.23583, 1.14512], [2.41268, 0.04984, -0.37249], [-3.30414, -1.57576, 2.21983], [0.27512, 0.22401, -2.16160], [0.73884, 1.86010, -4.17865], [-2.83568, -1.74102, -3.00327], [1.17366, -0.67924, 5.03885], [-1.17388, -3.53481, -2.93330], [-4.31970, -0.17976, 0.32742], [-3.82704, 0.98954, 2.58897], [0.79293, 0.06020, 2.53177], [-0.69423, 1.03763, 4.44872], [4.25958, -1.35873, -1.35005], [-3.02883, -3.68039, -1.31817], [1.04207, 4.24217, -0.15845], [-3.66050, -2.45400, -3.91057], [0.55993, 5.45863, 0.38404], [4.23187, 2.32081, -1.18780], [-3.45046, -3.58860, 0.02931], [-1.00184, 2.41383, 4.16823], [-5.15773, 0.97042, 3.02133], [-4.48042, 0.88641, -0.52250], [0.34240, -1.81481, -5.15046], [-2.98896, -1.74862, 3.61439], [-2.26952, 1.14103, -3.63029], [1.01962, 3.12574, 0.66918], [0.07809, -4.19188, -2.52916], [4.21042, 0.02166, 2.30430], [2.04898, 2.29309, 5.60905], [4.06276, -1.09416, -2.72298], [0.63200, 4.07227, -1.53713], [2.50941, -1.16528, 5.24380], [1.54787, 2.24715, -5.25256], [0.65510, -3.53309, -1.88020], [-2.11656, -1.32476, 4.11172], [1.22763, 3.16609, -5.74358], [3.29847, -0.60323, 4.74420], [0.58211, -4.36217, -3.48051], [2.76210, -1.13324, 6.30363], [1.50957, 1.78721, 6.40983], [-4.56294, -1.92402, -4.21523], [-3.57572, 1.49346, -0.48913], [-0.45594, 5.60674, 0.01774], [-4.37458, -4.15658, -0.07789], [3.14804, 2.31248, -1.30331], [0.51958, 5.02005, -2.06362], [3.09246, 2.18257, 5.90406], [4.40648, 3.19439, -0.55973], [-3.66426, -2.53767, 0.22408], [-3.10309, 0.44855, -3.51307], [-1.26212, 2.56719, 3.12093], [3.14010, -0.16567, 2.21806], [5.09692, -1.21269, -3.04629], [-1.75089, 2.67122, 4.91707], [0.56074, 5.46197, 1.47405], [-2.72811, 1.88819, -4.27801], [1.85799, 3.35952, 5.48934], [-5.55604, -0.03928, 2.92147], [1.60320, 1.44948, -5.99335], [4.73335, 2.53145, -2.13239], [-2.59923, -2.75904, 3.73790], [3.45686, -1.77431, -3.32164], [-3.89403, -3.49984, -3.71111], [1.56973, 3.27757, 1.61072], [1.04667, -2.61931, -4.93856], [3.54223, -0.15847, -2.92705], [-5.39930, 1.18404, 4.06253], [-2.91100, -4.08576, 0.83549], [1.24968, 6.25389, 0.10138], [2.51369, -2.23740, 5.04721], [-0.62857, -2.13673, -4.77406], [4.57469, -0.58958, 3.13001], [2.51595, 2.39282, -4.77331], [-0.04670, -5.15359, -2.03152], [-5.83800, 1.64114, 2.49648], [-5.41219, 1.45104, -0.48903], [-4.50657, 0.36287, -1.47817], [0.38344, -1.68888, -6.23238], [-3.97010, -1.70610, 4.08733], [-2.03269, 1.43184, -2.60684], [-0.18803, 3.07375, 4.46879], [-3.00031, -2.37902, -4.77466], [-0.34927, 3.60291, -1.60719], [4.33969, 1.09909, 2.40693], [1.35312, 3.54629, -2.16277]], "mulliken_charge": [1.97, 1.21, 0.17, -0.44, -0.70, -0.04, -1.27, -0.52, -0.59, -0.46, -0.49, -0.52, -0.50, -0.15, -0.30, -0.32, -0.20, -0.43, 1.38, -0.43, -0.14, 1.15, -0.17, 1.36, -0.22, 0.49, -0.24, -0.36, -0.37, -0.21, 1.82, -0.34, -0.30, -0.28, 0.28, -1.04, -1.10, -0.38, -0.30, -0.44, -0.94, -0.62, -0.37, -0.75, -0.43, -0.62, -0.55, -0.28, -0.96, -0.51, -1.01, -0.61, -0.77, -0.05, 0.15, 0.28, 0.15, 0.34, 0.31, 0.38, 0.31, 0.29, 0.33, 0.42, -0.13, 0.47, 0.30, 0.30, -0.07, 0.00, 0.03, -0.27, 0.36, 0.33, 0.42, 0.40, 0.35, 0.32, 0.32, 0.33, 0.30, 0.13, 0.39, 0.72, 0.18, 0.14, 0.33, 0.14, 0.34, 0.29, 0.00, 0.42, 0.25, 0.34, 0.27, 0.33, 0.08, 0.32, 0.33, 0.02, 0.19, 0.29, 0.34, 0.24, 0.14]}

***

{"formula": "C18H52FInN4O6", "method": "ωB97M-V/def2-TZVPD", "orbital_gap_ev": 2.86, "relative_energy_kj_mol": 0.0, "homo_ev": -13.98, "charge": 2, "species": ["In", "F", "O", "O", "O", "O", "O", "O", "N", "N", "N", "N", "C", "C", "C", "C", "C", "C", "C", "C", "C", "C", "C", "C", "C", "C", "C", "C", "C", "C", "H", "H", "H", "H", "H", "H", "H", "H", "H", "H", "H", "H", "H", "H", "H", "H", "H", "H", "H", "H", "H", "H", "H", "H", "H", "H", "H", "H", "H", "H", "H", "H", "H", "H", "H", "H", "H", "H", "H", "H", "H", "H", "H", "H", "H", "H", "H", "H", "H", "H", "H", "H"], "coordinates": [[-0.10932, 2.77527, -0.07932], [0.11656, 0.04783, -0.83305], [-3.00666, -4.33876, 2.14694], [2.90817, 2.38233, -0.56832], [2.15688, -1.74452, -0.07611], [-2.53945, 1.60614, 0.68350], [-0.31255, -0.36152, -2.92890], [1.97430, 2.39100, 2.06536], [-1.78564, 1.90359, -1.92895], [-0.46139, 0.99045, 2.34239], [1.10868, 1.82231, -2.72825], [-0.45965, -1.87999, 1.03001], [0.53616, -0.46162, 4.02086], [-3.49622, 2.41112, 1.36450], [0.61009, 0.91169, 3.34905], [-1.66579, -2.71560, 1.04428], [-3.17789, -5.35988, 3.13093], [-1.72594, -3.77007, 2.12925], [1.99184, 1.13010, 2.72367], [4.10309, 3.05909, -0.21903], [-3.06375, 0.75150, -0.28951], [-3.69270, 0.47207, -2.66973], [-3.16241, 1.47158, -1.61335], [2.53315, 1.54774, -2.80356], [3.09179, 1.23632, -1.39769], [-0.14636, -1.56586, -3.68096], [2.39416, -2.54329, -1.22543], [-1.86029, -3.27747, -0.34964], [2.81449, 3.34949, 2.65882], [3.18323, 2.80583, -3.41604], [-2.40937, -1.92559, 1.21309], [-4.23930, -5.56117, 3.23959], [-0.99968, -4.57435, 1.95022], [2.67143, 4.31122, 2.15476], [-1.26139, 1.05692, -2.19059], [-0.40033, -1.35903, 0.15664], [-0.47504, -0.60507, 4.40013], [0.42306, -2.39259, 1.08585], [3.09351, 3.65245, -2.73701], [-2.69872, -3.97106, -0.42490], [1.41571, -1.14647, -0.28125], [2.26853, 0.37528, 1.97957], [4.66892, 3.39122, -1.09249], [-0.64089, -2.44599, -3.26716], [2.76510, 1.03000, 3.48834], [-3.77826, 2.36696, -1.52812], [-2.64871, -6.26511, 2.83011], [0.93286, -1.74085, -3.66469], [-0.42326, 0.08253, 1.85445], [-2.93553, 3.06354, 2.03286], [0.48943, 1.70304, 4.09239], [-1.87249, 2.31775, -2.86083], [3.90408, 3.90715, 0.42776], [-0.43622, -1.46661, -4.72322], [0.87787, 2.19394, -3.64598], [3.35228, -3.04951, -1.13731], [1.62390, -3.31927, -1.30180], [0.79343, -1.25434, 3.31818], [1.31577, -0.59315, 4.77396], [3.85784, 3.07047, 2.50332], [-4.75080, 0.23854, -2.54683], [0.03706, -0.44037, -2.02321], [0.63019, 0.93346, -2.58834], [-1.25389, 0.88900, 2.98046], [4.76741, 2.38014, 0.32531], [-0.96942, -3.78333, -0.73889], [2.73426, 0.66507, -3.42188], [-4.10479, 1.74734, 1.98787], [-3.13007, -0.45872, -2.62566], [2.66327, 3.10799, -4.32733], [-3.98989, 0.24330, 0.00653], [2.52438, 0.43293, -0.92422], [2.33973, -1.89097, -2.10233], [-2.79534, -4.96732, 4.07616], [-1.43487, -3.35872, 3.10404], [-1.97732, -2.53664, -1.14860], [2.52416, 3.63095, 3.67602], [-4.20990, 2.97126, 0.75865], [-3.58997, 0.94443, -3.64669], [4.11844, 0.87626, -1.31563], [4.22140, 2.62600, -3.69009], [-2.44509, -0.14979, -0.34292]], "mulliken_charge": [1.31, -0.50, -0.34, -0.20, -0.56, 0.05, -0.74, -0.03, -0.11, 0.30, 0.14, 0.34, -1.35, -0.96, 0.24, 0.69, -0.75, -0.89, -0.91, -1.05, 0.26, -1.27, -0.02, 0.37, -0.10, -0.88, -0.23, -0.91, -1.11, -1.65, -0.09, 0.25, 0.43, 0.30, 0.32, -0.64, 0.45, 0.49, 0.37, 0.52, -0.08, 0.07, 0.43, 0.26, 0.55, 0.39, 0.30, 0.32, -0.21, 0.31, 0.41, 0.37, 0.27, 0.30, 0.34, 0.33, 0.15, 0.22, 0.44, 0.46, 0.41, 0.51, -0.62, 0.33, 0.34, 0.26, 0.38, 0.33, 0.19, 0.51, 0.65, -0.27, -0.04, 0.32, 0.45, -0.15, 0.27, 0.32, 0.42, 0.69, 0.37, -0.84]}

***

{"formula": "C18H52FO13S", "method": "ωB97M-V/def2-TZVPD", "orbital_gap_ev": 5.18, "relative_energy_kj_mol": 0.0, "homo_ev": -3.22, "charge": -1, "species": ["S", "F", "O", "O", "O", "O", "O", "O", "O", "O", "O", "O", "O", "O", "O", "C", "C", "C", "C", "C", "C", "C", "C", "C", "C", "C", "C", "C", "C", "C", "C", "C", "C", "H", "H", "H", "H", "H", "H", "H", "H", "H", "H", "H", "H", "H", "H", "H", "H", "H", "H", "H", "H", "H", "H", "H", "H", "H", "H", "H", "H", "H", "H", "H", "H", "H", "H", "H", "H", "H", "H", "H", "H", "H", "H", "H", "H", "H", "H", "H", "H", "H", "H", "H", "H"], "coordinates": [[-0.62337, 3.21918, 3.69411], [-2.92873, 1.18166, 2.70236], [7.26855, -1.04317, -0.35813], [-4.52873, -1.70168, -4.40235], [7.55622, -3.89919, 0.64745], [0.41546, 6.49131, 4.25380], [-5.63604, -3.89662, -0.96679], [-2.17744, 0.49851, 6.25794], [0.10329, 1.05640, -0.55602], [0.13746, 4.89808, -1.43840], [-1.99871, 0.84129, -2.40914], [-2.10520, 0.76671, -0.13808], [2.68202, 0.36006, -1.96819], [-4.49578, -1.07170, -8.87420], [5.99178, -3.68774, 3.29184], [-3.56112, 0.76548, 6.43475], [-3.92663, 0.23168, -8.77591], [-0.55797, 1.84655, 2.52059], [6.00737, -4.71112, 4.27360], [-1.27369, -0.59398, 2.53159], [-5.67887, -3.97095, -2.39031], [-1.55284, 0.83645, 2.99848], [1.73200, 6.64155, 3.75688], [-5.45297, -1.88420, -5.47383], [7.91911, 0.22330, -0.25715], [-2.51274, -1.48249, 2.37532], [1.50721, 5.11473, -1.74154], [-0.87463, 1.39193, 0.06360], [3.61065, 0.34203, -0.89356], [-0.89914, 2.44097, 1.11698], [-3.65294, -0.51857, -1.35441], [6.32604, -4.42025, 0.14278], [-2.48090, 0.41058, -1.38987], [7.65249, 0.64609, 0.70662], [7.58114, 0.89805, -1.04637], [6.59351, -3.95034, 2.58566], [-6.26679, -4.83543, -2.71801], [7.64199, -3.00230, 0.30630], [-6.53288, -3.78676, -0.64774], [1.77460, 6.45451, 2.67935], [7.00900, -4.84477, 4.69499], [-1.90256, -0.12185, 6.93535], [9.00551, 0.11586, -0.31132], [2.04172, 7.66884, 3.94640], [5.48642, -3.81283, 0.48714], [-3.35437, -0.93771, 1.97216], [6.32649, -4.45094, -0.95025], [1.81551, 0.55270, -1.59469], [0.15364, 5.57641, 4.07815], [-2.78277, -1.93214, 3.32696], [-4.41382, -0.06837, -0.72213], [-4.94063, -1.86948, -6.43801], [-3.85052, 1.46833, 5.65797], [1.70852, 4.97381, -2.80833], [-2.28952, -2.30670, 1.69971], [-0.63914, -1.03212, 3.29614], [-4.24528, -1.44040, -9.72284], [-2.83608, 0.19385, -8.82985], [3.64238, 1.30751, -0.38035], [1.74053, 6.14283, -1.47347], [2.15129, 4.44512, -1.16472], [-0.06909, 3.98612, -1.66120], [-6.22258, -1.10646, -5.46222], [-4.16007, -0.14473, 6.32792], [4.59421, 0.13107, -1.31171], [-4.10578, -0.84786, -4.52878], [-4.00253, -0.67126, -2.36125], [-5.92937, -2.85246, -5.33700], [-4.30527, 0.89013, -9.56213], [-1.87638, 2.92494, 1.16611], [-0.12899, 3.15755, 0.86676], [-4.65874, -4.08061, -2.74491], [2.42948, 5.96575, 4.26199], [-3.75878, 1.21369, 7.41431], [-1.89730, 3.70116, 3.62283], [7.48643, -1.41316, -1.21752], [-1.51237, 0.85835, 4.07735], [3.36161, -0.43857, -0.17032], [6.20994, -5.43380, 0.52015], [5.33001, -4.41350, 5.07041], [5.66494, -5.66627, 3.86158], [-6.09591, -3.05751, -2.81662], [-3.39345, -1.45297, -0.86869], [-0.68457, -0.61637, 1.62051], [-4.21400, 0.63918, -7.81046]], "mulliken_charge": [-0.41, -0.48, -0.52, -0.47, -0.58, -0.51, -0.52, -0.46, -0.65, -0.49, -0.62, 0.01, -0.54, -0.49, -0.45, -0.57, -0.52, -0.51, -0.55, -0.41, -0.54, 0.04, -0.46, -0.52, -0.66, -1.30, -0.56, 0.34, -0.41, -0.47, -0.49, -0.69, 0.62, 0.26, 0.28, 0.33, 0.38, 0.40, 0.28, 0.17, 0.25, 0.26, 0.29, 0.23, 0.32, 0.26, 0.29, 0.49, 0.24, 0.35, 0.30, 0.16, 0.22, 0.29, 0.35, 0.56, 0.28, 0.28, 0.22, 0.24, 0.21, 0.28, 0.29, 0.26, 0.14, 0.25, -0.13, 0.21, 0.27, 0.42, 0.40, 0.23, 0.22, 0.29, 0.04, 0.30, 0.49, 0.23, 0.29, 0.21, 0.23, 0.19, 0.25, 0.10, 0.21]}